1.
This record from the OMol25 dataset describes C16H40IO2P2RuSi2 as an isolated structure. The level of theory is ωB97M-V/def2-TZVPD.

ORCA input file:
```
! wB97M-V def2-TZVPD RIJCOSX def2/J DEFGRID3
* xyz 2 6
C -3.2574 -6.3125 1.1669
C -2.2828 -5.1585 1.1382
H -2.8747 -7.1243 1.7904
H -3.4310 -6.7066 0.1635
H -4.2259 -6.0041 1.5655
O -1.2179 -5.1094 1.7068
I -2.9486 -3.4089 -0.1093
Ru -0.0078 -0.4812 0.1437
P -1.0198 0.1285 2.1196
C 0.1064 0.5707 3.4941
C -2.2213 1.4629 2.0098
H -2.8113 1.4598 2.9360
H -2.4653 -1.1163 3.6244
H -2.8837 1.2953 1.1528
H -2.5058 -1.7329 1.9241
H 0.8683 1.2925 3.1655
H -1.7121 2.4249 1.8966
C -1.8634 -1.3531 2.7360
H -0.4815 0.9996 4.3196
H -1.1184 -2.1269 2.9655
H 0.6089 -0.3464 3.8351
P 1.0426 -1.7428 -1.5955
C 2.8804 -1.8211 -1.4637
C 0.5185 -3.4749 -1.3965
H -0.2591 -1.0523 -3.5486
H 1.1372 -2.0388 -4.0358
H 1.3677 -0.3378 -3.5576
C 0.8002 -1.2546 -3.3446
H -0.5844 -3.4729 -1.3959
H 0.8962 -4.1469 -2.1846
H 3.3389 -2.3566 -2.3099
H 3.1473 -2.3381 -0.5308
H 0.8462 -3.8316 -0.4102
H 3.2948 -0.8057 -1.4249
C 1.3742 -0.9916 1.2486
O 2.2325 -1.3586 1.9711
C 0.8053 3.5725 1.5414
Si 1.8497 2.6949 0.2604
C 2.4855 3.9602 -0.9535
C 3.3698 2.0400 1.1478
C 0.8953 1.2138 -0.5406
Si -0.6020 1.7219 -1.6062
C -0.1898 2.0463 -3.3879
C -1.8404 0.2502 -1.5430
C -1.5222 3.2477 -0.9864
H 1.4457 4.3530 1.9746
H 0.4829 2.9231 2.3609
H -0.0747 4.0721 1.1257
H 3.1584 4.6108 -0.3790
H 3.0719 3.5252 -1.7694
H 1.7003 4.5838 -1.3886
H 3.1355 1.6233 2.1346
H 3.8868 1.2617 0.5739
H 4.0756 2.8721 1.2850
H 1.6825 0.6348 -1.1055
H -0.1163 1.1200 -3.9668
H -1.0315 2.6408 -3.7672
H 0.7282 2.6293 -3.5095
H -1.9324 -0.3436 -0.5778
H -2.7685 0.8679 -1.5770
H -1.7748 -0.4409 -2.4053
H -2.0634 3.0922 -0.0428
H -0.8890 4.1373 -0.8850
H -2.2563 3.4608 -1.7785
*
```

Values from the calculation:
* orbital gap (spin up / spin down): 3.847 / 3.361 eV
* lowest unoccupied orbital energy (spin up / spin down): -7.32 / -11.49 eV

***

2.
This record from the OMol25 dataset describes a 10-piece molecular cluster, C27H79N13O10 overall. The level of theory is ωB97M-V/def2-TZVPD.

ORCA input file:
```
! wB97M-V def2-TZVPD RIJCOSX def2/J DEFGRID3
* xyz 0 1
C 16.9107 7.7199 16.8539
O 15.6162 7.3770 16.5430
C 15.1137 6.3937 17.4619
C 13.6329 6.3708 17.3858
C 13.1078 5.4058 18.4830
N 13.1286 6.0679 16.0783
H 16.9936 7.9924 17.9026
H 17.1777 8.5886 16.1681
H 17.5707 6.9112 16.6524
H 15.4626 5.3614 17.2391
H 15.5031 6.5695 18.4341
H 13.3701 7.3936 17.7058
H 13.7321 4.5216 18.3269
H 12.0405 5.1608 18.2556
H 13.1670 5.7751 19.4967
H 13.6218 6.6407 15.3425
H 12.1316 6.2238 16.0807
C 7.3017 14.3101 19.3875
O 8.6846 14.0356 19.3946
C 9.4474 14.8697 18.5390
C 10.9145 14.5020 18.6362
C 11.6558 15.0090 19.7926
N 11.6056 14.7896 17.3673
H 6.8140 14.0711 18.4437
H 7.2268 15.3540 19.6566
H 6.8914 13.7259 20.2709
H 9.0891 14.8432 17.4867
H 9.2657 15.9256 18.8750
H 11.0072 13.4069 18.7400
H 12.7305 14.7300 19.8201
H 11.1453 14.7179 20.7302
H 11.6988 16.0779 19.8370
H 12.5774 15.2010 17.4396
H 11.5757 13.9395 16.8828
C 5.4303 12.7798 15.4600
O 6.5643 13.5827 15.4291
C 6.4010 14.6334 14.4800
C 7.6456 15.5718 14.5085
C 8.9457 14.7146 14.5311
N 7.5379 16.4593 15.6722
H 5.1901 12.3726 14.4541
H 4.5763 13.3105 15.8093
H 5.5992 11.9023 16.0947
H 6.2452 14.2504 13.4234
H 5.4574 15.2474 14.7428
H 7.6502 16.1538 13.5315
H 9.1813 14.1169 13.6795
H 9.0817 14.1037 15.4067
H 9.7838 15.3671 14.6094
H 7.4663 15.9193 16.5287
H 8.4464 16.9094 15.8018
C 13.6912 10.5758 10.5442
O 12.5110 10.0541 11.0732
C 11.4824 11.0916 10.9512
C 10.3098 10.7310 11.7867
C 9.2621 11.8614 11.6976
N 10.5945 10.4915 13.2363
H 14.5634 9.8213 10.7744
H 14.0574 11.5142 11.0057
H 13.8077 10.5964 9.4654
H 11.9203 12.0348 11.3196
H 11.2384 11.3210 9.9618
H 10.0902 9.7399 11.3857
H 8.7428 11.9744 10.7157
H 9.8548 12.7611 11.8834
H 8.4773 11.6982 12.4388
H 11.5936 10.2630 13.3498
H 10.4814 11.3924 13.6112
C 15.8377 9.9773 20.0242
O 16.2538 10.9484 19.0598
C 15.2731 11.4789 18.2293
C 15.8942 12.1859 17.0520
C 16.5008 13.5154 17.5132
N 14.7515 12.4103 16.1295
H 16.6920 9.9197 20.6995
H 15.6018 8.9790 19.5687
H 14.8805 10.1923 20.5676
H 14.6472 10.6680 17.9134
H 14.6996 12.2372 18.8735
H 16.6168 11.5588 16.5931
H 15.7031 14.0703 17.9709
H 16.9301 14.0694 16.6733
H 17.3189 13.4836 18.2675
H 13.8604 12.4442 16.5632
H 14.8254 13.2446 15.5441
N 8.9892 8.1826 14.0176
C 9.3238 7.1162 13.3086
N 10.2329 7.2881 12.2920
O 8.8312 6.0246 13.5759
H 8.3711 8.1232 14.7691
H 9.5353 9.0353 13.8543
H 10.8473 8.0298 12.4633
H 10.5344 6.4896 11.7960
N 9.3361 5.8975 18.5442
C 9.0544 6.5485 17.3747
N 8.6865 5.7973 16.3125
O 9.2984 7.7621 17.2516
H 9.6659 6.4920 19.3030
H 9.3784 4.9152 18.6249
H 8.7293 4.8038 16.4033
H 8.6343 6.1262 15.3916
N 12.7762 13.2834 13.7873
C 13.2738 14.4619 13.3041
N 13.3075 15.5097 14.2088
O 13.7641 14.5614 12.1904
H 12.9214 12.5762 12.9864
H 12.4835 13.0008 14.7491
H 12.5322 15.5216 14.8728
H 13.5211 16.3921 13.8057
N 11.8953 9.9282 16.6608
C 11.0081 10.9444 16.3429
N 9.7263 10.8161 16.7853
O 11.4372 11.9860 15.7667
H 11.5194 8.9692 16.8070
H 12.6690 9.8566 15.9716
H 9.1512 11.6362 16.8304
H 9.3837 9.9855 17.1898
C 14.6307 8.4307 13.2915
C 14.8329 9.6610 14.2187
C 15.9797 10.6138 13.7357
O 13.6331 10.3752 14.3168
H 15.5303 7.8770 13.0228
H 14.3089 8.8556 12.3956
H 13.8678 7.7713 13.7380
H 15.0671 9.2666 15.1907
H 15.7844 10.7926 12.6177
H 17.0704 10.3004 13.7930
H 15.9182 11.5617 14.2716
H 13.8522 11.1440 14.8944
*
```

Values from the calculation:
* orbital gap: 9.710 eV
* SMILES: COC[C@H](C)N.COC[C@H](C)N.COC[C@H](C)N.COC[C@H](C)N.COC[C@H](C)N.NC(N)=O.NC(N)=O.NC(N)=O.NC(N)=O.CC(C)O
* lowest unoccupied orbital energy: 0.45 eV

***

3.
This record from the OMol25 dataset describes a 7-piece molecular cluster, C3H18O8S2 overall. The level of theory is ωB97M-V/def2-TZVPD.

ORCA input file:
```
! wB97M-V def2-TZVPD RIJCOSX def2/J DEFGRID3
* xyz 0 1
O -0.8111 -2.7861 1.4661
C -0.5021 -2.0658 0.5655
O -0.3676 -2.4781 -0.6750
C -0.0429 -0.6452 0.5145
C 0.9848 -0.4007 1.6774
S 1.5858 1.1517 2.2474
S 0.0924 2.2248 3.1220
H -0.5354 -3.4241 -0.9304
H 0.4438 -0.3082 -0.5015
H -0.9602 0.0733 0.5710
H 2.1113 -0.7799 1.1893
H 0.8205 -1.0841 2.6217
H -0.8607 2.3881 2.1533
O 3.0967 0.2875 -2.9135
H 3.0923 0.1317 -1.9470
H 3.2365 -0.5264 -3.4039
O -1.5023 0.4518 -1.6732
H -0.9807 0.3751 -2.4720
H -2.0518 -0.3999 -1.6997
O -2.6425 3.0204 -0.5013
H -2.2775 3.3674 -1.3271
H -2.3266 2.2157 -0.5253
O -4.4362 -0.7787 -0.4824
H -4.3882 -0.8908 0.4703
H -4.2866 0.1796 -0.6643
O 2.7066 -2.0762 -2.1064
H 2.7575 -2.9238 -2.5781
H 1.8343 -2.0217 -1.5904
O 0.5276 0.3122 -3.6676
H 1.1939 1.0185 -4.0051
H 1.1189 -0.3664 -3.3893
*
```

Values from the calculation:
* orbital gap: 8.423 eV
* SMILES: O=C(O)CCSS.O.O.O.O.O.O
* lowest unoccupied orbital energy: -0.22 eV

***

4.
This record from the OMol25 dataset describes C48H52AsN4O5Ti as an isolated structure. The level of theory is ωB97M-V/def2-TZVPD.

ORCA input file:
```
! wB97M-V def2-TZVPD RIJCOSX def2/J DEFGRID3
* xyz 2 2
Ti 0.1235 0.0685 0.2139
O -0.7412 -3.1466 -3.7292
C -0.2935 -2.3815 -2.7403
O 0.4736 -1.4641 -2.8653
C -0.9460 -2.7438 -1.4188
O -0.2344 -2.1874 -0.3287
C 0.8259 -3.0324 0.1494
C 1.7906 -2.1989 0.9707
O 2.7048 -2.6636 1.5788
O 1.5109 -0.8916 0.9099
H -0.3251 -2.8753 -4.5633
H -1.0456 -3.8244 -1.3081
H -1.9481 -2.3157 -1.4197
H 1.3819 -3.4729 -0.6821
H 0.4124 -3.8247 0.7757
C 0.4160 -1.6107 3.8632
C -0.7282 -2.3112 3.1739
C -1.0052 -3.6376 3.5048
C -2.0790 -4.3066 2.9483
C -2.9198 -3.6505 2.0596
C -2.6821 -2.3329 1.6967
C -3.6464 -1.6002 0.8041
C -1.5670 -1.6933 2.2423
N -1.2303 -0.3541 1.8106
C -1.5999 0.6475 2.5139
C -2.5057 0.5773 3.6932
C -0.9438 1.9614 2.1644
C -1.2443 3.1792 2.9682
N -0.0420 1.9175 1.2507
C 0.7810 3.0955 1.0914
C 1.8565 3.2418 1.9717
C 2.2117 2.1680 2.9659
C 2.5998 4.4101 1.8827
C 2.2945 5.3806 0.9410
C 1.2402 5.1927 0.0656
C 0.4554 4.0458 0.1284
C -0.7017 3.8572 -0.8172
H 0.1436 -1.3788 4.8955
H 0.7161 -0.6868 3.3741
H 1.2925 -2.2565 3.8994
H -0.3624 -4.1420 4.2163
H -2.2760 -5.3352 3.2198
H -3.7819 -4.1641 1.6507
H -4.2150 -2.3011 0.1933
H -3.1393 -0.8928 0.1496
H -4.3691 -1.0330 1.3982
H -2.8770 -0.4317 3.8457
H -3.3493 1.2571 3.5596
H -1.9751 0.8997 4.5931
H -2.2302 3.1375 3.4214
H -1.1529 4.0739 2.3548
H -0.5063 3.2729 3.7715
H 2.3823 1.2072 2.4742
H 1.4308 2.0147 3.7168
H 3.1203 2.4347 3.5020
H 3.4374 4.5529 2.5549
H 2.8879 6.2837 0.8850
H 1.0077 5.9495 -0.6743
H -0.9823 4.8083 -1.2669
H -1.5828 3.4477 -0.3170
H -0.4263 3.1758 -1.6280
N -1.4819 0.5126 -1.1011
C -2.2836 1.0719 -1.7375
N -3.1951 1.6364 -2.4502
C -2.8881 2.6382 -3.4982
C -3.4524 2.1607 -4.8297
C -4.8529 1.5303 -4.6687
C -5.4788 1.8768 -3.3207
C -4.6314 1.3330 -2.1787
H -1.8124 2.7728 -3.5397
H -3.3356 3.5816 -3.1839
H -2.7639 1.4363 -5.2675
H -3.4804 3.0157 -5.5065
H -4.7829 0.4432 -4.7548
H -5.5087 1.8574 -5.4732
H -6.4747 1.4436 -3.2328
H -5.6033 2.9566 -3.2180
H -4.7354 0.2488 -2.1139
H -4.9163 1.7723 -1.2213
C 5.1774 -2.2614 -2.7610
C 4.9082 -1.9535 -1.4353
C 3.9548 -0.9919 -1.1277
C 3.2706 -0.3434 -2.1495
C 3.5435 -0.6441 -3.4773
C 4.4985 -1.6039 -3.7790
As 1.9941 1.0283 -1.6558
C 3.1971 2.5229 -1.4495
C 4.1805 2.6779 -0.4894
C 5.0542 3.7531 -0.5861
C 4.9265 4.6633 -1.6267
C 3.9453 4.4991 -2.5945
C 3.0793 3.4146 -2.5201
C 2.0826 3.0337 -3.5457
C 1.8019 3.7521 -4.7028
C 0.9337 3.2276 -5.6505
C 0.3347 1.9902 -5.4503
C 0.5700 1.2833 -4.2765
C 1.4399 1.8054 -3.3325
H 5.9223 -3.0084 -3.0023
H 5.4392 -2.4559 -0.6372
H 3.7614 -0.7530 -0.0885
H 3.0188 -0.1355 -4.2764
H 4.7174 -1.8356 -4.8136
H 4.2887 1.9621 0.3174
H 5.8399 3.8787 0.1479
H 5.6137 5.4964 -1.6985
H 3.8858 5.1982 -3.4191
H 2.2828 4.7042 -4.8866
H 0.7435 3.7765 -6.5639
H -0.3081 1.5734 -6.2155
H 0.1136 0.3107 -4.1195
*
```

Values from the calculation:
* orbital gap (spin up / spin down): 6.321 / 6.265 eV
* lowest unoccupied orbital energy (spin up / spin down): -6.39 / -6.45 eV

***

5.
This record from the OMol25 dataset describes C5H8O as an isolated structure. The level of theory is ωB97M-V/def2-TZVPD.

ORCA input file:
```
! wB97M-V def2-TZVPD RIJCOSX def2/J DEFGRID3
* xyz 0 1
O 1.6564 -0.9820 -0.4747
C 1.3934 -0.2753 0.6662
C 0.4567 0.8815 0.3992
C -0.2955 0.8191 -0.9507
C -1.1922 -0.3099 -0.3803
C -0.4921 -0.1369 0.9732
H 2.1278 -1.7864 -0.2238
H 0.5291 -0.9374 1.3732
H 0.7022 1.8344 0.8658
H 0.3137 0.5669 -1.8225
H -0.8551 1.7367 -1.1547
H -2.2615 -0.0612 -0.3673
H -1.0770 -1.2968 -0.8409
H -1.0058 -0.0527 1.9374
*
```

Values from the calculation:
* orbital gap: 9.030 eV
* lowest unoccupied orbital energy: 0.95 eV

***

6.
This record from the OMol25 dataset describes C44H45CrF5N9O7S2 as an isolated structure. The level of theory is ωB97M-V/def2-TZVPD.

ORCA input file:
```
! wB97M-V def2-TZVPD RIJCOSX def2/J DEFGRID3
* xyz 0 2
Cr -1.4514 1.3774 -0.0945
N -1.3089 1.8631 2.0894
C -0.5081 3.0636 2.4065
C -1.2275 3.8724 3.5047
C -0.5968 5.1600 4.0521
C 0.8532 5.0723 4.5439
N 1.7298 5.0626 3.3932
C 3.0049 5.2999 3.3650
N 3.6289 5.3514 2.1738
N 3.7395 5.4787 4.4895
C -0.2082 3.8403 1.0978
O 0.5470 4.8571 1.1721
O -0.6998 3.4216 0.0438
H -2.2368 1.9817 2.4737
H -0.9179 1.0362 2.5318
H 0.4636 2.7469 2.7850
H -1.3742 3.1868 4.3462
H -2.2167 4.1390 3.1279
H -1.2152 5.4967 4.8847
H -0.6402 5.9329 3.2828
H 1.0079 4.1702 5.1481
H 1.0590 5.9414 5.1783
H 1.2070 4.9650 2.4109
H 3.1157 5.0456 1.3566
H 4.6305 5.3341 2.1165
H 3.2603 5.6665 5.3526
H 4.6644 5.8606 4.4013
C 3.0734 -6.2091 -2.4804
O 1.9162 -5.4151 -2.3380
C 0.9467 -5.8610 -1.4868
C 0.9311 -7.1131 -0.8975
C -0.1009 -7.4608 -0.0285
C -1.1046 -6.5494 0.2440
C -1.0954 -5.2946 -0.3559
C -0.0779 -4.9357 -1.2292
N -0.0208 -3.6954 -1.8906
C -0.3815 -2.4880 -1.1879
N -1.7154 -2.3011 -1.2709
C -2.7279 -1.5572 -0.6066
C -2.6334 -0.3399 0.0885
C -3.8045 0.0278 0.7865
C -5.0220 -0.6055 0.6752
C -5.1299 -1.7366 -0.1196
C -3.9845 -2.2296 -0.7026
O -3.9941 -3.4116 -1.4136
C -5.1539 -4.2137 -1.3484
N 0.4712 -1.7275 -0.6227
C 1.8013 -2.1556 -0.5235
C 2.7658 -1.7429 -1.4312
C 4.0888 -2.1581 -1.3107
C 4.4579 -2.9952 -0.2742
C 3.5060 -3.4215 0.6508
C 2.1872 -3.0108 0.5282
O 1.1907 -3.3780 1.3729
C 1.4896 -4.3539 2.3460
H 3.7519 -5.6453 -3.1148
H 2.8481 -7.1683 -2.9551
H 3.5505 -6.3883 -1.5129
H 1.7181 -7.8265 -1.1004
H -0.1037 -8.4423 0.4276
H -1.9024 -6.8083 0.9290
H -1.8770 -4.5809 -0.1289
H 0.8731 -3.5903 -2.3518
H -2.1275 -3.0350 -1.8228
H -3.7673 0.8818 1.4443
H -5.8946 -0.2104 1.1812
H -6.0865 -2.2197 -0.2580
H -4.9011 -5.1537 -1.8334
H -5.9933 -3.7540 -1.8758
H -5.4398 -4.4069 -0.3112
H 2.4636 -1.0885 -2.2390
H 4.8261 -1.8320 -2.0341
H 5.4833 -3.3307 -0.1747
H 3.7993 -4.0888 1.4509
H 0.5561 -4.5575 2.8642
H 2.2319 -3.9934 3.0666
H 1.8505 -5.2780 1.8861
O 2.7371 2.0247 -3.4542
C 1.6842 1.7145 -4.2494
C 1.8315 1.7270 -5.6337
C 0.7714 1.4248 -6.4692
C -0.4660 1.1068 -5.9310
C -0.6209 1.0925 -4.5574
C 0.4365 1.3814 -3.6926
C 0.1364 1.3025 -2.2446
O -1.0778 0.9901 -1.9072
N 1.0915 1.4692 -1.3691
N 0.6732 1.1040 -0.0974
C 1.6581 1.0476 0.7146
S 3.2470 1.6445 0.2269
C 4.1102 0.8546 1.6227
C 3.1970 0.8388 2.8294
S 1.5843 0.2284 2.2624
H 3.4980 2.2173 -4.0106
H 2.7957 1.9899 -6.0587
H 0.9115 1.4499 -7.5427
H -1.3060 0.8819 -6.5746
H -1.5739 0.8568 -4.1047
H 5.0288 1.4126 1.8072
H 4.3615 -0.1615 1.3224
H 3.0710 1.8296 3.2679
H 3.5491 0.1481 3.5954
F -3.7036 3.0801 1.9001
C -3.8638 3.3569 0.5631
C -3.1797 2.6314 -0.4019
C -3.5178 3.0626 -1.6871
F -3.0035 2.4812 -2.7840
C -4.4058 4.0864 -1.9765
F -4.6699 4.4225 -3.2456
C -5.0322 4.7682 -0.9558
F -5.8883 5.7611 -1.2118
C -4.7577 4.3870 0.3382
F -5.3557 5.0121 1.3654
*
```

Values from the calculation:
* orbital gap (spin up / spin down): 6.471 / 6.419 eV
* lowest unoccupied orbital energy (spin up / spin down): -0.44 / -0.44 eV

***

The records above yield molecular weight values of 610.59, 746.01, 246.30, 887.76, 84.12, 1023.02 g/mol, respectively.
The records above yield electronic energy values of -2437.6711, -2540.3922, -1523.3374, -5540.4615, -270.3921, -5063.2873 hartree, respectively.